Entry 1:
{"formula": "C2H6FP", "method": "ωB97M-V/def2-TZVPD", "elements": ["P", "F", "C", "C", "H", "H", "H", "H", "H", "H"], "coordinates": [[1.4030, -0.3636, -0.9221], [-1.9112, 0.9992, -0.0036], [1.8279, 0.2304, 0.7057], [-2.3452, -0.0080, -0.8090], [0.9252, 0.9604, 1.0492], [1.9681, -0.5413, 1.4738], [-3.1910, 0.2914, -1.4989], [2.7590, 0.9438, 0.7884], [-2.3030, -0.9284, -0.3433], [0.8672, -1.5838, -0.4403]], "lowdin_charge": [0.664, -0.101, -0.573, -0.020, 0.063, 0.004, 0.073, 0.048, 0.014, -0.172], "e_tot_ev": -14173.260, "e_above_lowest_kj_mol": 430.6, "homo_energy_ev": [-8.91, -8.05], "orbital_gap_ev": [8.30, 8.30], "max_force_ev_per_a": 4.03, "total_charge": 0}



Entry 2:
{"formula": "C2H6I2N3", "method": "ωB97M-V/def2-TZVPD", "elements": ["I", "I", "N", "N", "N", "C", "C", "H", "H", "H", "H", "H", "H"], "coordinates": [[-2.3166, 1.9348, -0.0129], [-3.2291, -1.5521, 0.0848], [1.7921, -0.2990, -1.1483], [0.9069, 0.7721, 0.7611], [-0.4651, -0.4547, -0.5578], [-1.6694, -0.0720, 0.1673], [0.7702, -0.0436, -0.3036], [-1.2900, -0.4269, 2.2314], [-0.5435, -1.2065, -1.2015], [1.7614, -1.1772, -1.6292], [2.5976, 0.0969, -0.7022], [0.2213, 0.8421, 1.5885], [1.4642, 1.5859, 0.7224]], "lowdin_charge": [0.836, 0.802, 0.225, 0.166, -0.053, -1.305, -0.442, 0.178, 0.113, 0.136, 0.129, 0.101, 0.114], "e_tot_ev": -22832.544, "e_above_lowest_kj_mol": 316.4, "homo_energy_ev": [-13.20, -12.47], "orbital_gap_ev": [8.08, 7.73], "max_force_ev_per_a": 2.56, "total_charge": 1}



Entry 3:
{"formula": "C2H6I2NP", "method": "ωB97M-V/def2-TZVPD", "elements": ["I", "I", "P", "N", "C", "C", "H", "H", "H", "H", "H", "H"], "coordinates": [[2.0331, 1.5676, 1.9629], [1.5244, -2.3513, 1.8628], [0.3379, -0.2252, 1.7092], [-0.7481, -0.1560, 0.6644], [-0.0267, -0.1829, -1.7008], [-0.7995, 0.5503, -0.6244], [-1.7909, 0.8394, -0.7779], [-0.2792, 1.4015, -0.2936], [-0.4332, -1.2235, -1.8435], [-0.6973, -0.3158, 3.2581], [-0.2385, 0.2781, -2.8012], [1.1180, -0.1822, -1.4158]], "lowdin_charge": [0.324, 0.460, -0.257, -0.419, -0.128, -0.387, 0.082, 0.038, 0.069, 0.013, 0.110, 0.095], "e_tot_ev": -29146.265, "e_above_lowest_kj_mol": 289.0, "homo_energy_ev": [-6.61, -8.75], "s_squared": 2.02, "orbital_gap_ev": [7.00, 4.04], "max_force_ev_per_a": 5.87, "total_charge": 0, "multiplicity": 3}



Entry 4:
{"formula": "C2H6I3N2O4V", "method": "ωB97M-V/def2-TZVPD", "elements": ["I", "I", "I", "V", "O", "O", "O", "O", "N", "N", "C", "C", "H", "H", "H", "H", "H", "H"], "coordinates": [[2.4320, -0.5569, -0.8350], [-0.4557, 0.5935, 2.6263], [-2.1444, -0.0317, -1.4078], [0.0572, 0.0578, 0.0745], [2.2654, 3.0705, -0.1982], [-0.2090, -2.1486, 0.4946], [0.3062, 2.1926, -0.3264], [-2.1530, -2.4866, 1.3560], [1.1380, 3.0533, -0.5904], [-1.0787, -2.8556, 0.9893], [0.6967, 4.1228, -1.4979], [-0.7294, -4.2904, 1.0857], [0.0476, -4.3531, 1.8473], [1.1689, 3.9377, -2.4572], [-0.3833, 4.0513, -1.6243], [-1.6165, -4.8309, 1.3773], [-0.3095, -4.5933, 0.1336], [0.9675, 5.0677, -1.0475]], "lowdin_charge": [0.219, 0.191, 0.184, -0.348, 0.113, -0.216, -0.210, 0.083, -0.404, -0.417, 0.074, 0.076, 0.114, 0.115, 0.109, 0.101, 0.109, 0.107], "e_tot_ev": -63328.642, "e_above_lowest_kj_mol": 0.0, "homo_energy_ev": [-8.64, -8.80], "s_squared": 2.06, "orbital_gap_ev": [7.10, 7.86], "max_force_ev_per_a": 1.09, "total_charge": 0, "multiplicity": 3}



Entry 5:
{"formula": "C2H6IN", "method": "ωB97M-V/def2-TZVPD", "elements": ["I", "N", "C", "C", "H", "H", "H", "H", "H", "H"], "coordinates": [[2.8440, 0.1007, 0.0996], [0.9842, -0.3886, -0.8717], [0.2143, 1.0792, -0.8669], [0.3190, -1.2401, 0.1152], [-0.7904, 1.1059, -1.4405], [-0.0251, 1.3750, 0.1734], [0.9358, 1.9002, -1.2442], [0.8284, -2.1477, 0.0310], [-0.7731, -1.4021, -0.0826], [0.2441, -0.8958, 1.1264]], "lowdin_charge": [0.729, -0.531, -0.207, -0.339, 0.085, 0.042, 0.050, 0.036, 0.095, 0.040], "e_tot_ev": -11760.058, "e_above_lowest_kj_mol": 58.6, "homo_energy_ev": -9.22, "orbital_gap_ev": 8.97, "max_force_ev_per_a": 4.07, "total_charge": 0}



Entry 6:
{"formula": "C2H6IN3", "method": "ωB97M-V/def2-TZVPD", "elements": ["I", "N", "N", "N", "C", "C", "H", "H", "H", "H", "H", "H"], "coordinates": [[3.8057, -0.3417, -0.0115], [-1.5746, -1.9127, -0.0660], [2.2303, 2.2271, 0.0135], [-0.1033, -0.1114, -0.2179], [-0.4207, -1.2860, 0.1407], [2.3193, 0.9817, 0.0906], [1.4895, 2.8963, 0.4470], [-0.5832, 0.6298, -0.6640], [2.8848, 2.9432, -0.3779], [-1.7925, -2.7267, 0.4813], [-2.3364, -1.4795, -0.5017], [0.3290, -1.8166, 0.7303]], "lowdin_charge": [1.357, 0.203, 0.132, 0.183, -0.255, -0.551, 0.230, 0.089, 0.199, 0.141, 0.119, 0.153], "e_tot_ev": -14719.440, "e_above_lowest_kj_mol": 488.7, "homo_energy_ev": -18.35, "orbital_gap_ev": 5.94, "max_force_ev_per_a": 3.65, "total_charge": 2}